Entry 1
Formula: H2N2O3S
Source: the OMol25 dataset
Level of theory: ωB97M-V/def2-TZVPD

CARTESIAN COORDINATES (ANGSTROEM)
S -0.92492 -1.70819 -0.30593
O -1.10471 -2.03874 1.07673
O -3.79819 0.75029 0.87667
O -2.64968 -0.08347 -0.72194
N 0.29096 -0.66682 -0.43254
N -3.50199 0.72278 -0.27123
H 0.09333 -0.04767 -1.28041
H 0.67253 -0.11511 0.26623

For the HOMO energy (spin up / spin down), the calculation gives -0.3329 / -0.2900 Eh. The HOMO-LUMO gap (spin up / spin down) comes out at 7.74 / 5.79 eV.

=====

Entry 2
Formula: H2N2O3S
Source: the OMol25 dataset
Level of theory: ωB97M-V/def2-TZVPD

CARTESIAN COORDINATES (ANGSTROEM)
S -0.78674 -0.18679 0.20470
O -2.48350 -1.09315 -0.03670
O -4.20320 0.33248 0.00358
O 0.95613 0.24391 0.30798
N -3.03103 0.07446 -0.00060
N -2.12318 0.97008 0.14253
H -0.57928 -0.29554 -1.06246
H 1.29006 0.81597 -0.32852

For the HOMO energy, the calculation gives -0.3925 Eh. The HOMO-LUMO gap comes out at 10.13 eV.

=====

Quick look at relative energies in kJ/mol: entry 1 0.0; entry 2 151.4.

=====

Entry 1
Formula: H2N2O3S
Source: the OMol25 dataset
Level of theory: ωB97M-V/def2-TZVPD

CARTESIAN COORDINATES (ANGSTROEM)
S 0.72789 -1.72000 0.27525
O -1.54220 -0.70643 -0.61843
O 1.34627 1.15409 0.34948
O -1.19614 1.33444 0.01944
N -0.92067 0.21086 -0.16742
N 0.27772 -0.13426 0.53016
H 0.79475 1.89609 0.63022
H 0.51238 -2.03478 -1.01872

Its SMILES is O=[N+]([O-])N(O)S. For the HOMO energy, the calculation gives -0.3699 Eh. The HOMO-LUMO gap comes out at 9.29 eV.

=====

Entry 2
Formula: H2N2O3S
Source: the OMol25 dataset
Level of theory: ωB97M-V/def2-TZVPD

CARTESIAN COORDINATES (ANGSTROEM)
S -1.07900 -2.82475 -0.32808
O 0.29699 -2.64366 -0.83995
O -1.97227 -3.84363 -0.69855
O -0.50863 -0.90177 1.03529
N -0.09868 -0.02744 0.09376
N -1.60803 -1.79879 0.71443
H -0.67055 0.84109 0.16367
H 0.87347 0.22132 0.18943

Its SMILES is NON=S(=O)=O. For the HOMO energy, the calculation gives -0.3666 Eh. The HOMO-LUMO gap comes out at 9.75 eV.

=====

Quick look at relative energies in kJ/mol: entry 1 106.3; entry 2 0.0.

=====

Entry 1
Formula: C4H11N2O
Source: the OMol25 dataset
Level of theory: ωB97M-V/def2-TZVPD

CARTESIAN COORDINATES (ANGSTROEM)
O 0.66394 0.44016 -1.42156
N 2.48520 0.23837 0.51904
N -1.04281 0.04418 -0.05085
C 1.14276 -0.01974 0.94045
C -2.01915 -0.08276 -1.17665
C 0.24279 0.07398 -0.30960
C -1.62077 -0.59386 1.15757
H 0.66406 0.60088 1.63086
H -2.42514 0.93386 -1.31410
H -2.45783 -1.21416 0.94640
H 2.38922 0.40500 -0.53640
H 2.75081 1.17227 0.92746
H -1.93144 0.21430 1.87446
H 1.17593 -1.08584 1.35108
H -0.89764 -1.22233 1.63887
H -1.45426 -0.38429 -2.01316
H -2.88589 -0.69753 -0.77757
H 3.19008 -0.48696 0.69661

For the HOMO energy (spin up / spin down), the calculation gives -0.0931 / -0.3137 Eh. As for the spin multiplicity: 2. The HOMO-LUMO gap (spin up / spin down) comes out at 2.83 / 8.92 eV.

=====

Entry 2
Formula: C4H11N2O
Source: the OMol25 dataset
Level of theory: ωB97M-V/def2-TZVPD

CARTESIAN COORDINATES (ANGSTROEM)
O 3.04143 0.83392 0.22418
N -2.40666 0.52446 0.56378
N 0.97935 -0.82186 1.28156
C 0.66638 0.20643 0.27223
C -0.37913 -0.28801 -0.71499
C 1.93565 0.65310 -0.51338
C -1.78541 -0.55195 -0.14787
H -1.77182 -1.41820 0.51455
H 1.87554 -0.57793 1.69700
H -2.71118 1.30963 -0.00305
H -2.41227 -0.82017 -1.00918
H -1.81468 0.92467 1.28082
H -0.47733 0.48110 -1.47788
H 0.00652 -1.18821 -1.20854
H 2.09680 -0.15333 -1.25150
H 1.15255 -1.70527 0.81299
H 0.26976 1.05754 0.83159
H 1.73452 1.53408 -1.15231

For the HOMO energy (spin up / spin down), the calculation gives -0.3394 / -0.3387 Eh. As for the spin multiplicity: 2. The HOMO-LUMO gap (spin up / spin down) comes out at 10.16 / 7.51 eV.

=====

Entry 3
Formula: C4H11N2O
Source: the OMol25 dataset
Level of theory: ωB97M-V/def2-TZVPD

CARTESIAN COORDINATES (ANGSTROEM)
O 0.56442 1.47119 -0.60362
N 1.65051 0.76423 1.38742
N -0.90207 -0.40544 -0.95464
C 0.75176 0.62548 0.34989
C -0.21848 -0.54636 0.36234
C -1.27216 -0.27759 1.45624
C -0.43091 -1.28852 -2.03958
H -0.59681 0.55484 -1.25912
H 0.16990 -1.58497 0.40314
H -0.40482 -2.33830 -1.77246
H -1.89951 -0.53004 -0.82764
H -1.07689 -1.20061 -2.91307
H 2.54692 1.23498 1.24642
H -0.74816 -0.25097 2.40518
H 1.78637 0.08152 2.11852
H -2.05198 -1.05901 1.51779
H -1.73931 0.66461 1.16285
H 0.58762 -0.99749 -2.29458

For the HOMO energy (spin up / spin down), the calculation gives -0.1209 / -0.3142 Eh. As for the spin multiplicity: 2. The HOMO-LUMO gap (spin up / spin down) comes out at 3.95 / 9.11 eV.

=====

Quick look at relative energies in kJ/mol: entry 1 245.0; entry 2 0.0; entry 3 80.2.

=====

Entry 1
Formula: C3H9N3S
Source: the OMol25 dataset
Level of theory: ωB97M-V/def2-TZVPD

CARTESIAN COORDINATES (ANGSTROEM)
S -0.75116 1.93254 1.02479
N 1.66349 -1.44741 -1.60430
N 1.09992 -1.53736 1.22813
N -0.64484 0.15398 1.19256
C 0.57517 -0.54022 0.62532
C -2.13803 1.68706 -0.17518
C 0.94023 -0.28257 -0.91485
H 0.58152 -1.84115 2.07052
H 3.01208 -0.53013 -1.28503
H -0.53409 -0.11438 2.14230
H 0.00441 -0.30288 -1.48212
H 1.60053 0.63525 -1.29902
H -1.88974 1.28662 -1.25806
H 1.68365 -2.65915 -0.35186
H -2.49348 2.73119 -0.24895
H -2.70967 0.82860 0.33577

For the HOMO energy, the calculation gives -0.3347 Eh. The HOMO-LUMO gap comes out at 9.18 eV.

=====

Entry 2
Formula: C3H9N3S
Source: the OMol25 dataset
Level of theory: ωB97M-V/def2-TZVPD

CARTESIAN COORDINATES (ANGSTROEM)
S -1.55368 -0.84605 0.06512
N 0.16105 1.11315 -0.00670
N 1.14197 -0.88492 -0.42370
N 1.64636 1.65712 0.06520
C -2.62332 0.71061 0.08652
C 2.50857 -0.86578 0.39532
C 0.04642 -0.10326 -0.26648
H -2.50482 0.98999 -1.06836
H 2.67667 0.15097 0.64209
H 3.48465 -1.20863 -0.23238
H -3.72423 0.20148 0.60328
H -2.34838 1.52215 0.78580
H 2.31666 -1.48936 1.15072
H 1.08873 -1.82606 -0.84746
H 1.53758 2.60476 -0.38107
H 2.09631 0.94462 -0.43035

Its SMILES is CN/C(=N\N)SC. For the HOMO energy, the calculation gives -0.3055 Eh. The HOMO-LUMO gap comes out at 9.14 eV.

=====

Entry 3
Formula: C3H9N3S
Source: the OMol25 dataset
Level of theory: ωB97M-V/def2-TZVPD

CARTESIAN COORDINATES (ANGSTROEM)
S -1.76426 -0.94812 1.35044
N -1.40103 -0.11283 -0.08826
N 0.24698 0.41180 -1.80026
N -0.67651 1.48318 -2.11990
C 1.08157 -0.02362 1.58675
C -0.15914 -0.31277 -0.54142
C 0.97803 -0.90718 0.31915
H -0.91576 1.12677 -3.09786
H 2.10122 -0.50734 -0.12262
H 0.80271 1.16619 1.50937
H -1.40165 1.43631 -1.23596
H 0.09947 -0.49209 2.34334
H 0.72497 -1.91415 0.47281
H 1.17942 1.01034 -1.66157
H 2.21654 -0.03028 1.93849
H -3.11256 -1.38621 1.14750

Its SMILES is CC/C(=N\S)NN. For the HOMO energy, the calculation gives -0.3107 Eh. The HOMO-LUMO gap comes out at 9.17 eV.

=====

Quick look at relative energies in kJ/mol: entry 1 414.7; entry 2 0.0; entry 3 69.9.

=====

Entry 1
Formula: C4H3NOS
Source: the OMol25 dataset
Level of theory: ωB97M-V/def2-TZVPD

CARTESIAN COORDINATES (ANGSTROEM)
S -0.39327 1.76755 -1.68167
O -0.44958 -0.85446 -1.94132
N 1.00851 1.77019 1.72254
C 0.07705 -0.17965 0.29487
C 0.51198 0.82395 1.19148
C -0.22605 0.08184 -1.19830
C 0.04631 -1.44590 0.56878
H 0.07932 -1.87689 1.54617
H -0.10049 -2.17353 -0.25525
H -0.55378 2.08690 -0.24731

Its SMILES is C=C(C#N)C(=O)S. For the HOMO energy, the calculation gives -0.3833 Eh. The HOMO-LUMO gap comes out at 9.77 eV.

=====

Entry 2
Formula: C4H3NOS
Source: the OMol25 dataset
Level of theory: ωB97M-V/def2-TZVPD

CARTESIAN COORDINATES (ANGSTROEM)
S 0.93821 -1.55341 0.02556
O 3.29486 0.26573 -0.08865
N 1.18661 1.33984 0.20069
C -0.40208 -0.44309 0.06238
C -1.73964 -0.82296 -0.08255
C -0.05764 0.92708 0.20799
C 2.13574 0.45523 0.01325
H -2.61283 -0.20525 -0.22530
H -2.09494 -1.80418 -0.29965
H -0.64829 1.84101 0.18628

For the HOMO energy (spin up / spin down), the calculation gives -0.3141 / -0.3140 Eh. The HOMO-LUMO gap (spin up / spin down) comes out at 6.83 / 6.83 eV.

=====

Quick look at relative energies in kJ/mol: entry 1 0.0; entry 2 33.7.